(1)
A molecular structure, C30H46CaCl2N5O10Si in a non-equilibrium geometry, computed with wB97M-V/def2-TZVPD.

Element x y z (Å)
C 4.2606 -2.1700 -3.9229
C 5.1200 -3.1763 -3.2159
H 4.6772 -1.1617 -3.8482
H 3.2592 -2.0935 -3.5183
H 4.1953 -2.4743 -4.9724
C 6.3321 -3.4905 -3.6443
C 7.1161 -2.6815 -4.6265
H 6.8183 -4.4276 -3.3312
H 6.9507 -1.5947 -4.5154
H 6.8561 -2.9308 -5.6660
H 8.1847 -2.8750 -4.4701
Ca 1.8463 -2.3008 -0.8015
Cl 1.8800 -5.1237 -1.3190
C 1.9735 -3.8957 1.8477
O 2.2614 -2.7589 1.4087
N 1.7601 -4.1229 3.1348
C 1.8385 -2.9896 4.0488
C 1.4142 -5.4454 3.6393
H 1.8805 -4.7628 1.1811
H 1.2878 -2.1342 3.6278
H 2.8879 -2.6962 4.1968
H 1.4141 -3.3022 5.0047
H 0.6352 -5.9038 3.0088
H 1.0529 -5.3568 4.6676
H 2.2833 -6.1210 3.6462
H -1.9535 0.4340 3.3561
H -3.2099 1.1151 1.3069
C -1.1170 1.0603 3.0347
C -2.3401 1.7115 0.9961
N -1.1381 1.1457 1.5880
H -0.1667 0.6225 3.3480
C 0.0100 1.0501 0.8602
O 1.1609 1.2638 1.2560
H -2.2543 1.6942 -0.0985
H -0.1923 0.7399 -0.1828
H -1.2408 2.0586 3.4657
H -2.4771 2.7469 1.3438
H 1.1562 3.0829 -3.3627
H 4.4872 1.3892 -1.7340
C 1.7895 3.3011 -2.4796
C 3.8603 2.2635 -1.5500
N 2.5292 2.0837 -2.1481
H 1.1226 3.6195 -1.6509
C 1.8873 0.9089 -2.0693
O 2.4267 -0.1531 -1.7221
H 3.7966 2.4494 -0.4641
H 0.8200 0.9515 -2.3549
H 2.5119 4.0986 -2.7117
H 4.3051 3.1388 -2.0415
O 3.6869 -2.9247 -1.4208
C 4.5770 -3.7734 -1.9191
C 6.9752 -3.9443 -0.8185
C 5.6514 -4.3942 -0.9739
H 7.3193 -3.0591 -1.3508
C 7.8846 -4.6177 0.0160
H 3.9113 -4.6484 -2.0895
C 5.2773 -5.5411 -0.2764
H 8.9051 -4.2303 0.1337
C 7.4964 -5.7916 0.6615
C 6.1895 -6.2727 0.4769
H 4.2273 -5.8544 -0.3984
H 8.2110 -6.3546 1.2540
H 5.8703 -7.2265 0.9097
Si 6.1032 -0.9575 1.2393
Cl 6.7849 -0.7528 -0.6557
C 7.5380 -0.7618 2.3503
C 5.3734 -2.6540 1.6971
C 4.5399 0.0686 1.0339
H 7.2548 -1.2212 3.3067
H 7.7528 0.3119 2.4663
H 8.4329 -1.2835 1.9816
H 4.7171 1.1052 1.3592
H 3.7218 -0.3594 1.6281
H 4.1585 0.0916 -0.0165
H 6.0054 -3.5417 1.6506
H 4.4550 -2.8551 1.0949
H 5.0776 -2.5029 2.7442
O -0.0754 -2.1544 -2.2095
C -0.7219 -1.7285 -1.2017
O -0.2331 -1.5082 -0.0447
C -2.1603 -1.3897 -1.4446
C -3.0625 -1.3520 -0.3845
C -4.3820 -0.9577 -0.6234
C -4.8589 -0.7411 -1.9141
C -3.9428 -0.8301 -2.9719
C -2.5928 -1.1807 -2.7564
N -4.3946 -0.4944 -4.2937
O -5.5927 -0.1817 -4.4435
O -3.6011 -0.5155 -5.2512
N -5.2258 -0.6334 0.4860
O -4.7146 -0.6402 1.6314
O -6.4191 -0.3571 0.2658
H -2.7426 -1.5801 0.6219
H -5.8867 -0.4549 -2.1055
H -1.9013 -1.2786 -3.6003

Computed properties:
Orbital gap   4.30 eV
HOMO energy   -0.1461 Ha
Total energy   -111145.3054 eV
Total charge   -1
ΔE to the lowest compared entry with this formula, charge and spin   2.926 eV

***

(2)
8 unconnected molecules or ions with the total composition C30H46F18O18S2 in a non-equilibrium geometry, computed with wB97M-V/def2-TZVPD.

Element x y z (Å)
O -2.0263 -0.1372 -6.7513
S -1.1959 -0.1193 -5.5744
O -0.2349 0.9270 -5.3882
O -2.2493 -0.1556 -4.3218
C -1.7545 0.0187 -2.9853
C -2.9407 0.5032 -2.1565
C -0.4336 -1.7376 -5.3105
H -0.9360 0.7379 -2.9167
H -1.3368 -0.9151 -2.6065
H -2.6680 1.1388 -1.3116
H -3.4950 -0.3739 -1.8275
H -3.5526 1.1787 -2.7541
H -1.2187 -2.4733 -5.1790
H 0.1797 -1.5670 -4.4294
H 0.1334 -1.8827 -6.2277
O -4.4982 3.0844 8.4221
S -4.4054 2.3308 7.2030
O -5.3971 2.5088 6.1665
O -2.9272 2.5925 6.5916
C -2.5984 2.0026 5.3236
C -3.4588 2.4574 4.1404
C -4.3068 0.5673 7.6400
H -2.5848 0.9135 5.3311
H -1.6337 2.4285 5.0599
H -2.8468 2.4319 3.2331
H -3.7889 3.4920 4.2259
H -4.3243 1.8453 3.8918
H -4.7491 0.0376 6.8011
H -4.9338 0.4624 8.5208
H -3.2607 0.3624 7.8408
C -3.6614 -1.5057 1.3255
C -3.3014 -2.9923 1.2334
O -4.3902 -3.7290 0.6793
C -4.6794 -3.7054 -0.6057
O -4.0779 -3.1212 -1.4615
C -5.8492 -4.6018 -1.0010
F -5.3658 -5.6940 -1.6045
F -6.6046 -4.9287 0.0520
F -6.6408 -3.9749 -1.8755
H -2.8636 -0.9566 1.8251
H -4.5617 -1.2440 1.8862
H -3.8510 -1.0870 0.3357
H -3.1062 -3.3427 2.2425
H -2.4070 -3.1384 0.6315
C -0.4569 2.8520 1.0477
C -0.7267 1.3930 1.3407
O -0.1145 0.5635 0.3398
C 0.0647 -0.7073 0.6338
O -0.3710 -1.2378 1.6167
C 0.7634 -1.5345 -0.4664
F 1.0278 -0.7305 -1.4987
F 1.8464 -2.1314 -0.0244
F -0.1283 -2.4424 -0.8647
H -0.8008 3.4745 1.8760
H -1.0388 3.2401 0.2124
H 0.6253 2.9059 0.9886
H -1.7563 1.0676 1.4973
H -0.2334 1.1608 2.2899
C 3.2868 7.7308 2.8000
C 3.6465 6.8829 1.5989
O 4.0186 5.5633 2.0585
C 3.0342 4.6906 2.0893
O 1.9011 4.9159 1.7983
C 3.4791 3.2945 2.5528
F 2.9744 3.0295 3.7648
F 3.0411 2.3259 1.7317
F 4.8112 3.2194 2.5940
H 2.8381 8.7003 2.6143
H 4.1552 7.7902 3.4667
H 2.6609 7.1743 3.5075
H 4.4916 7.3249 1.0788
H 2.8027 6.8131 0.9162
C 1.3548 -8.8614 1.5673
C 1.0608 -7.4981 2.1906
O 2.1734 -6.6230 2.0313
C 2.3748 -5.9615 0.9097
O 1.5421 -5.8440 0.0529
C 3.7989 -5.4185 0.7391
F 4.5149 -5.6433 1.8484
F 4.3330 -5.9403 -0.3418
F 3.7089 -4.0733 0.6707
H 1.4322 -8.8752 0.4803
H 0.4213 -9.4297 1.6768
H 2.1166 -9.4316 2.0906
H 1.0283 -7.6127 3.2724
H 0.1180 -7.1068 1.8137
C 1.9179 2.6623 -1.8410
C 0.9394 2.9961 -2.9700
O -0.2373 3.6985 -2.6406
C -0.2252 5.0036 -2.4290
O 0.7626 5.6671 -2.5235
C -1.5958 5.6278 -2.1302
F -2.5433 5.1208 -2.9304
F -1.9476 5.3530 -0.8583
F -1.5204 6.9396 -2.3055
H 2.5946 1.9144 -2.2646
H 1.5363 2.1219 -0.9770
H 2.4455 3.5851 -1.6011
H 0.6302 2.0235 -3.3486
H 1.4809 3.5024 -3.7697
C 5.2854 -0.5799 -5.9580
C 5.2505 -0.6581 -4.4413
O 4.7690 -1.9277 -4.0098
C 3.4767 -2.1459 -3.8704
O 2.6446 -1.3306 -4.1161
C 3.1905 -3.5607 -3.3069
F 2.5391 -4.2897 -4.2057
F 4.3054 -4.1586 -2.8992
F 2.4035 -3.4213 -2.2244
H 5.9325 0.2514 -6.2759
H 4.3844 -0.2150 -6.4536
H 5.7445 -1.4233 -6.4696
H 4.5790 0.0996 -4.0339
H 6.2404 -0.5040 -4.0225

Computed properties:
Orbital gap   11.24 eV
HOMO energy   -0.4050 Ha
Total energy   -139296.0264 eV
Total charge   0
SMILES   CCOC(=O)C(F)(F)F.CCOC(=O)C(F)(F)F.CCOC(=O)C(F)(F)F.CCOC(=O)C(F)(F)F.CCOC(=O)C(F)(F)F.CCOC(=O)C(F)(F)F.CCOS(C)(=O)=O.CCOS(C)(=O)=O